[1]
Below is a cluster of 3 separate species, C9H17N in total at a distorted geometry, with properties calculated with ωB97M-V/def2-TZVPD.

Calculated values
- net charge = 0
- LUMO energy (spin up / spin down) (eV) = 0.61 / 0.68
- relative energy (zero: lowest compared OMol25 entry of this formula, charge and spin) (kcal/mol) = 124.1
- molecular weight (g mol⁻¹) = 139.24
- HOMO (spin up / spin down) (eV) = -6.25 / -7.20
- Kohn-Sham gap (spin up / spin down) (eV) = 6.866 / 7.883

Last columns: bonded neighbours and bond lengths (Å).
CARTESIAN COORDINATES (ANGSTROEM)
1 C 0.93291 -0.02840 1.08451  C5 1.506, C10 1.508, C14 1.510
2 H 1.95375 1.38042 2.36151  C5 1.103
3 H 0.62935 -1.01689 2.97400  C10 1.102
4 H 2.68555 -1.17255 1.59338  C14 1.102
5 C 1.33849 1.37558 1.44645  C1 1.506, H2 1.103, H9 1.093, H24 1.093
6 H 1.38863 -0.94024 -2.17403  C18 1.092
7 H 1.88031 0.73249 -1.86162  C18 1.092
8 H -2.59973 -0.12229 0.86922  C25 1.092
9 H 1.94031 1.84258 0.66330  C5 1.093
10 C 0.03987 -0.69381 2.10056  C1 1.508, H3 1.102, H26 1.094, H27 1.090
11 H -1.86017 1.47384 1.17346  C25 1.092
12 H -2.16070 -1.66999 -2.07361  C13 1.114
13 C -2.41266 -0.77772 -2.69141  H12 1.114, H21 1.109, N23 1.254
14 C 2.08648 -0.92395 0.70222  C1 1.510, H4 1.102, H20 1.094, H22 1.091
15 C -1.07824 0.42879 -0.50065  C16 1.241, C25 1.461
16 C 0.04130 0.16719 -0.96730  C15 1.241, C18 1.465
17 H 0.55144 0.39306 -2.98560  C18 1.092
18 C 1.02348 0.08184 -2.05136  H6 1.092, H7 1.092, C16 1.465, H17 1.092
19 H -2.96631 1.24939 -0.17979  C25 1.092
20 H 1.74027 -1.87290 0.28293  C14 1.094
21 H -3.07054 -1.00176 -3.55585  C13 1.109
22 H 2.76919 -0.45248 -0.00620  C14 1.091
23 N -1.99305 0.38003 -2.45650  C13 1.254
24 H 0.47376 2.01186 1.64989  C5 1.093
25 C -2.17600 0.76865 0.40139  H8 1.092, H11 1.092, C15 1.461, H19 1.092
26 H -0.43986 -1.58740 1.69134  C10 1.094
27 H -0.71783 -0.02534 2.50977  C10 1.090


[2]
Below is the ion C9H17N3 with charge +2 at a distorted geometry, with properties calculated with ωB97M-V/def2-TZVPD.

Calculated values
- net charge = +2
- SMILES string = C[C@H]1N=C[NH+]=C[NH+]=C1C(C)(C)C
- LUMO energy (spin up / spin down) (eV) = -10.53 / -10.53
- relative energy (zero: lowest compared OMol25 entry of this formula, charge and spin) (kcal/mol) = 95.1
- molecular weight (g mol⁻¹) = 167.26
- HOMO (spin up / spin down) (eV) = -18.41 / -18.41
- Kohn-Sham gap (spin up / spin down) (eV) = 7.879 / 7.878

Last columns: bonded neighbours and bond lengths (Å).
CARTESIAN COORDINATES (ANGSTROEM)
1 H -0.91882 -0.96198 2.47138  C18 1.076
2 C 2.12322 -1.13678 -0.60177  H6 1.099, H11 1.058, H13 1.159, C29 1.493
3 N -2.44645 -1.32608 0.00197  C12 1.397, C21 1.233
4 H -3.82779 1.42943 -0.23976  N5 1.042
5 N -2.92799 0.91025 -0.32673  H4 1.042, C21 1.396, C27 1.287
6 H 3.07585 -0.92611 -1.10830  C2 1.099
7 H 1.29718 0.52710 -2.68929  C16 1.091
8 H -0.67017 -2.51268 1.84785  C18 1.039
9 H 0.60115 -1.32679 1.62732  C18 1.102
10 H -0.78431 -2.13883 -0.63979  C12 1.084
11 H 2.31067 -1.77622 0.21938  C2 1.058
12 C -1.04967 -1.31617 0.01509  N3 1.397, H10 1.084, C18 1.742, C28 1.579
13 H 1.61079 -1.86060 -1.34746  C2 1.159
14 H 0.91524 1.80917 -1.68127  C16 1.104
15 N -0.63870 1.25735 0.15917  H17 1.039, C27 1.370, C28 1.385
16 C 1.50626 0.87655 -1.67748  H7 1.091, H14 1.104, H24 1.168, C29 1.592
17 H 0.00773 2.01844 0.44708  N15 1.039
18 C -0.48560 -1.50874 1.65223  H1 1.076, H8 1.039, H9 1.102, C12 1.742
19 H -2.26511 2.46082 0.69543  C27 1.069
20 H 1.60747 1.85850 1.20706  C26 1.105
21 C -3.15146 -0.45535 -0.51322  N3 1.233, N5 1.396, H25 1.104
22 H 1.51063 0.18299 1.67571  C26 1.078
23 H 2.99157 0.96602 0.70644  C26 1.072
24 H 2.60189 1.26049 -1.80108  C16 1.168
25 H -4.15172 -0.85443 -0.75567  C21 1.104
26 C 1.95448 0.84194 0.94745  H20 1.105, H22 1.078, H23 1.072, C29 1.609
27 C -1.95199 1.64167 0.08481  N5 1.287, N15 1.370, H19 1.069
28 C -0.15159 -0.02005 -0.06363  C12 1.579, N15 1.385, C29 1.483
29 C 1.30722 0.08007 -0.31292  C2 1.493, C16 1.592, C26 1.609, C28 1.483


[3]
Below is an isolated molecule of C9H17N3O4S at a distorted geometry, with properties calculated with ωB97M-V/def2-TZVPD.

Calculated values
- net charge = 0
- SMILES string = CSCC[C@H](NC(=O)[C@@H](N)CC(N)=O)C(=O)O
- LUMO energy (eV) = 0.00
- relative energy (zero: lowest compared OMol25 entry of this formula, charge and spin) (kcal/mol) = 154.5
- molecular weight (g mol⁻¹) = 263.32
- HOMO (eV) = -8.51
- Kohn-Sham gap (eV) = 8.509

Last columns: bonded neighbours and bond lengths (Å).
CARTESIAN COORDINATES (ANGSTROEM)
1 C -1.43498 -0.45705 -2.30217  H10 1.075, C14 1.616, H16 1.191, C27 1.523
2 O -1.90072 -3.36412 -1.71125  C30 1.363, H34 1.034
3 H 0.93939 -0.46927 -0.01998  N23 1.272
4 H 0.67095 -0.93605 -3.36083  C14 1.135
5 H 0.99570 0.46901 1.54377  C26 1.057
6 O 0.06574 -3.09284 -0.68522  C30 1.180
7 H 1.53563 2.41767 3.99079  N9 1.107
8 H 2.28698 1.10669 -5.51324  C31 1.124
9 N 1.27734 1.75900 4.84254  H7 1.107, H18 1.075, C19 1.497
10 H -1.85460 0.50313 -2.05996  C1 1.075
11 C -0.76928 0.52869 0.85506  O17 1.297, N23 1.344, C26 1.502
12 S 0.17054 1.02005 -4.17273  C14 1.761, C31 1.865
13 H -0.06810 -1.05005 3.08191  C21 1.113
14 C 0.05064 -0.13475 -2.84931  C1 1.616, H4 1.135, S12 1.761, H29 1.152
15 H -1.07149 0.39687 3.62809  C21 1.010
16 H -2.05628 -1.19172 -3.00479  C1 1.191
17 O -2.01645 0.86721 0.74304  C11 1.297
18 H 2.10969 1.71167 5.52181  N9 1.075
19 C 0.95094 0.35067 4.45564  N9 1.497, O20 1.246, C21 1.664
20 O 1.31198 -0.63381 5.12781  C19 1.246
21 C -0.19119 0.03654 3.28751  H13 1.113, H15 1.010, C19 1.664, C26 1.484
22 H -0.82212 2.45820 2.19965  N25 1.083
23 N -0.32150 -0.31456 -0.09099  H3 1.272, C11 1.344, C27 1.397
24 H 1.38327 -0.60169 -5.25816  C31 1.252
25 N 0.23153 2.23921 2.32241  H22 1.083, C26 1.490, H33 1.002
26 C 0.11707 0.78099 2.04075  H5 1.057, C11 1.502, C21 1.484, N25 1.490
27 C -1.14755 -1.06189 -0.93474  C1 1.523, N23 1.397, H28 1.160, C30 1.588
28 H -2.14232 -1.28359 -0.38181  C27 1.160
29 H 0.51793 0.34167 -1.91013  C14 1.152
30 C -0.95985 -2.63440 -1.04787  O2 1.363, O6 1.180, C27 1.588
31 C 1.85062 0.43159 -4.72768  H8 1.124, S12 1.865, H24 1.252, H32 1.337
32 H 2.43699 0.26136 -3.53780  C31 1.337
33 H 0.75474 2.65649 1.57638  N25 1.002
34 H -2.90124 -3.11095 -1.64849  O2 1.034


[4]
Below is the ion C9H17N3OP with charge +1 at a distorted geometry, with properties calculated with ωB97M-V/def2-TZVPD.

Calculated values
- net charge = +1
- LUMO energy (spin up / spin down) (eV) = -3.64 / -6.26
- relative energy (zero: lowest compared OMol25 entry of this formula, charge and spin) (kcal/mol) = 15.3
- multiplicity = 3
- molecular weight (g mol⁻¹) = 214.23
- expectation value of S² = 2.008
- HOMO (spin up / spin down) (eV) = -9.84 / -14.41
- Kohn-Sham gap (spin up / spin down) (eV) = 6.193 / 8.150

Last columns: bonded neighbours and bond lengths (Å).
CARTESIAN COORDINATES (ANGSTROEM)
1 H -2.73158 0.00519 -0.91314  C15 1.148
2 C -0.42107 -0.06561 -0.15388  H20 1.016, N23 1.360, N29 1.311
3 H 3.56215 0.98521 0.95646  C17 1.101
4 H 0.17464 1.62588 -2.30133  C30 1.126
5 O 2.88176 3.35593 -0.62222  P22 1.441
6 H 0.83507 0.15508 2.31029  C27 1.124
7 C 0.94444 -1.34039 -1.22584  N23 1.383, N26 1.283, H31 1.173
8 C -2.04735 -2.13653 1.42951  C10 1.548, H12 1.051, H19 1.101, H21 1.099
9 H 2.25238 0.55190 3.15401  C27 1.106
10 C -2.31934 -1.74153 -0.04207  C8 1.548, C15 1.483, H18 1.060, N29 1.472
11 C 1.87846 0.80593 -0.29087  C17 1.481, P22 1.658, N23 1.410
12 H -2.86426 -2.55256 1.94395  C8 1.051
13 H 0.42641 3.32975 -2.70449  C30 1.095
14 H 1.68679 2.22886 -3.21187  C30 1.111
15 C -3.32265 -0.65858 -0.18709  H1 1.148, C10 1.483, H16 1.059, H24 1.096
16 H -3.50775 -0.01577 0.63395  C15 1.059
17 C 2.61057 0.43188 0.94070  H3 1.101, C11 1.481, H25 1.064, C27 1.531
18 H -2.66504 -2.55246 -0.63011  C10 1.060
19 H -1.16531 -2.78123 1.56515  C8 1.101
20 H -1.07434 0.64263 0.16871  C2 1.016
21 H -1.79920 -1.18610 1.92214  C8 1.099
22 P 1.85743 2.36788 -0.84556  O5 1.441, C11 1.658, C30 1.790
23 N 0.84753 -0.08937 -0.64400  C2 1.360, C7 1.383, C11 1.410
24 H -4.19729 -1.01871 -0.74098  C15 1.096
25 H 2.99414 -0.55474 0.83112  C17 1.064
26 N -0.14519 -2.00964 -1.11797  C7 1.283, N29 1.362
27 C 1.77328 0.76031 2.17960  H6 1.124, H9 1.106, C17 1.531, H28 1.122
28 H 1.64528 1.87453 2.20499  C27 1.122
29 N -1.00164 -1.20901 -0.42528  C2 1.311, C10 1.472, N26 1.362
30 C 0.96105 2.42576 -2.39442  H4 1.126, H13 1.095, H14 1.111, P22 1.790
31 H 1.93062 -1.63451 -1.78945  C7 1.173


[5]
Below is an isolated molecule of C9H17N3S2 at a distorted geometry, with properties calculated with ωB97M-V/def2-TZVPD.

Calculated values
- net charge = 0
- SMILES string = CCCCCCCSc1nnc(N)s1
- LUMO energy (eV) = 0.49
- relative energy (zero: lowest compared OMol25 entry of this formula, charge and spin) (kcal/mol) = 25.0
- molecular weight (g mol⁻¹) = 231.39
- HOMO (eV) = -8.08
- Kohn-Sham gap (eV) = 8.564

Last columns: bonded neighbours and bond lengths (Å).
CARTESIAN COORDINATES (ANGSTROEM)
1 C 2.80356 0.50710 0.35661  H3 1.094, C7 1.527, H18 1.091, C21 1.529
2 H 2.94626 3.27282 0.19263  C23 1.088
3 H 3.74967 0.93606 0.69854  C1 1.094
4 N -4.29911 -0.00246 1.19406  C29 1.286, N30 1.331
5 H 2.86060 1.48933 -1.55344  C7 1.092
6 H 1.32721 2.82643 0.72988  C23 1.088
7 C 2.19774 1.44403 -0.68621  C1 1.527, H5 1.092, C23 1.524, H28 1.091
8 C 1.88007 -1.69463 -0.66691  C10 1.533, H11 1.092, H19 1.091, C21 1.531
9 C -0.25464 -1.03494 0.60008  C10 1.520, H13 1.087, S20 1.836, H25 1.089
10 C 0.85667 -2.05565 0.41657  C8 1.533, C9 1.520, H17 1.092, H26 1.093
11 H 2.26291 -2.62307 -1.09692  C8 1.092
12 C -2.74499 -0.41539 -0.29860  S15 1.770, S20 1.724, N30 1.283
13 H 0.12055 -0.05106 0.86976  C9 1.087
14 H 3.58490 -1.47133 0.61359  C21 1.093
15 S -4.11050 -0.07909 -1.37324  C12 1.770, C29 1.776
16 H 3.79488 -0.81281 -1.00650  C21 1.093
17 H 0.39392 -3.01136 0.15995  C10 1.092
18 H 2.14910 0.44911 1.22821  C1 1.091
19 H 1.37695 -1.15613 -1.47133  C8 1.091
20 S -1.20474 -0.82600 -0.95656  C9 1.836, C12 1.724
21 C 3.09042 -0.89742 -0.17493  C1 1.529, C8 1.531, H14 1.093, H16 1.093
22 H -6.84663 0.39829 -0.69363  N24 1.005
23 C 1.99713 2.84769 -0.12763  H2 1.088, H6 1.088, C7 1.524, H31 1.088
24 N -6.30019 0.57754 0.13117  H22 1.005, H27 1.007, C29 1.352
25 H -0.97726 -1.36104 1.34629  C9 1.089
26 H 1.36403 -2.18196 1.37613  C10 1.093
27 H -6.77812 0.52041 1.01570  N24 1.007
28 H 1.23626 1.05754 -1.02718  C7 1.091
29 C -5.01094 0.17150 0.13680  N4 1.286, S15 1.776, N24 1.352
30 N -3.03100 -0.32485 0.94906  N4 1.331, C12 1.283
31 H 1.56532 3.50136 -0.88194  C23 1.088


[6]
Below is a cluster of 2 separate species, C9H17N4 in total at a distorted geometry, with properties calculated with ωB97M-V/def2-TZVPD.

Calculated values
- net charge = +1
- LUMO energy (eV) = -3.18
- relative energy (zero: lowest compared OMol25 entry of this formula, charge and spin) (kcal/mol) = 80.8
- molecular weight (g mol⁻¹) = 181.26
- HOMO (eV) = -11.16
- Kohn-Sham gap (eV) = 7.977

Last columns: bonded neighbours and bond lengths (Å).
CARTESIAN COORDINATES (ANGSTROEM)
1 N -2.00136 1.14060 -0.00021  N3 1.356, H13 1.066, C19 1.337
2 H -4.50685 -2.09957 0.22721  N30 1.098
3 N -3.31534 0.98650 0.29640  N1 1.356, C8 1.345
4 C 2.58980 0.85281 0.23836  C6 1.485, H16 1.147, H22 1.090, N29 1.442
5 H 0.18175 -2.28877 -0.56308  C14 1.079
6 C 2.63795 1.20774 -1.20232  C4 1.485, C10 1.592, H21 1.094, H25 1.109
7 H -0.20563 0.90416 2.03482  C20 1.079
8 C -3.51216 -0.33577 0.15040  N3 1.345, C12 1.423, N30 1.343
9 H 0.71169 1.58884 0.33712  N29 1.005
10 C 1.35412 0.43472 -1.73832  C6 1.592, H11 1.054, H17 1.081, C18 1.516
11 H 0.70566 1.04299 -2.30490  C10 1.054
12 C -2.28605 -1.03034 -0.05030  C8 1.423, C19 1.357, H23 1.036
13 H -1.47572 2.01963 -0.29693  N1 1.066
14 C 1.02643 -1.71717 -0.20993  H5 1.079, C18 1.567, H24 1.028, H26 1.135
15 H 0.46722 -0.80651 1.77293  C20 1.186
16 H 3.08042 -0.09484 0.65969  C4 1.147
17 H 1.70689 -0.36743 -2.37072  C10 1.081
18 C 0.75007 -0.20320 -0.50321  C10 1.516, C14 1.567, N29 1.472
19 C -1.38235 -0.02791 -0.19423  N1 1.337, C12 1.357
20 C 0.70736 0.34955 1.88019  H7 1.079, H15 1.186, H28 1.143, N29 1.466
21 H 3.52087 0.92958 -1.78473  C6 1.094
22 H 3.10048 1.57248 0.87850  C4 1.090
23 H -2.13143 -2.05371 0.00274  C12 1.036
24 H 1.13329 -1.90787 0.79471  C14 1.028
25 H 2.47968 2.26842 -1.48466  C6 1.109
26 H 1.99625 -1.99202 -0.73219  C14 1.135
27 H -5.38829 -0.59855 0.74442  N30 0.982
28 H 1.53752 0.51041 2.64967  C20 1.143
29 N 1.18727 0.72917 0.54817  C4 1.442, H9 1.005, C18 1.472, C20 1.466
30 N -4.66954 -1.01392 0.22041  H2 1.098, C8 1.343, H27 0.982


Question: Which value of net charge does entry 3 give?
Answer: 0


Question: What is the net charge in the third record?
Answer: 0